No. 1
{
  "formula": "C5H6O2",
  "method": "ωB97M-V/def2-TZVPD",
  "symbols": ["O", "C", "C", "C", "C", "C", "O", "H", "H", "H", "H", "H", "H"],
  "positions_angstrom": [[2.60080, -0.52633, -1.45827], [1.74953, 0.32243, -1.40112], [1.53166, 1.22559, -0.19327], [0.29457, 0.69952, 0.38635], [-0.71335, 0.10233, 0.67248], [-1.91960, -0.66386, 1.02291], [-2.24862, -1.65041, 0.06706], [0.99566, 0.45612, -2.20386], [2.38566, 1.14291, 0.48520], [1.41321, 2.27050, -0.50584], [-1.78435, -1.09814, 2.02369], [-2.77988, 0.00879, 1.06866], [-1.52530, -2.28945, 0.03600]],
  "forces_ev_per_a": [[-0.2906, 0.4367, -0.0320], [0.2710, -0.2584, -0.0646], [0.0703, -0.0140, 0.0577], [-0.4933, -0.3231, 0.1047], [0.4143, 0.2671, -0.0784], [-0.0427, 0.2666, 0.2550], [0.1639, -0.2103, -0.0272], [0.1424, -0.0455, 0.0092], [-0.1545, -0.0157, -0.0698], [-0.0093, -0.1776, 0.0197], [-0.0496, 0.0537, -0.1388], [0.0915, -0.0692, 0.0224], [-0.1132, 0.0897, -0.0579]],
  "smiles": "O=CCC#CCO",
  "homo_lumo_gap_ev": 10.6,
  "de_lowest_ev": 2.452,
  "e_homo_ev": -9.8,
  "lumo_energy_ev": 0.74
}

No. 2
{
  "formula": "C42H37BiGeN6O2S4",
  "method": "ωB97M-V/def2-TZVPD",
  "symbols": ["Bi", "C", "C", "C", "C", "C", "C", "H", "H", "H", "H", "H", "H", "C", "S", "C", "S", "N", "N", "C", "C", "C", "C", "C", "C", "N", "H", "H", "H", "H", "H", "H", "H", "H", "C", "Ge", "C", "C", "C", "C", "C", "C", "C", "C", "C", "C", "C", "C", "C", "C", "C", "C", "C", "C", "H", "H", "H", "H", "H", "H", "H", "H", "H", "H", "H", "H", "H", "H", "H", "N", "C", "C", "C", "C", "C", "C", "S", "O", "O", "N", "C", "S", "C", "C", "N", "H", "H", "H", "H", "H", "H", "H", "H"],
  "positions_angstrom": [[0.24627, -0.73084, 1.04785], [-1.60999, -3.54048, -0.16657], [-0.68890, -3.35171, -1.19002], [0.65943, -3.61189, -0.97361], [1.08175, -4.07933, 0.26462], [0.16336, -4.26946, 1.28658], [-1.18253, -3.99308, 1.07574], [-2.65827, -3.32551, -0.33874], [-1.02942, -2.99450, -2.15286], [1.39057, -3.43677, -1.75292], [2.13474, -4.26296, 0.43634], [0.49961, -4.61692, 2.25532], [-1.89769, -4.12534, 1.87908], [4.00461, -1.07464, 5.61320], [4.06937, 0.29192, 4.41320], [2.64432, -0.18980, 3.40072], [2.78004, -1.60915, 2.44225], [1.64782, 0.60228, 3.56028], [0.48453, 0.44630, 2.86581], [-0.59873, 0.99810, 3.54202], [-1.90897, 0.84358, 3.24494], [-2.96407, 1.25021, 4.14083], [-4.22529, 0.77950, 3.99208], [-4.51006, -0.13487, 2.93119], [-3.55328, -0.34293, 1.98288], [-2.33088, 0.26136, 2.00952], [5.01470, -1.26042, 5.97828], [3.63206, -1.95216, 5.08639], [3.34916, -0.81826, 6.44479], [-0.32984, 1.49259, 4.46757], [-2.70341, 1.92400, 4.94948], [-5.01285, 1.06860, 4.67869], [-5.47326, -0.61690, 2.83848], [-3.73962, -0.96672, 1.11485], [-1.54582, 0.63214, 0.85239], [-2.54016, 0.75935, -0.78713], [-1.75427, 2.15235, -1.97676], [-0.41753, 2.53661, -1.94669], [0.08297, 3.48691, -2.82703], [-0.75847, 4.08232, -3.75564], [-2.09944, 3.71928, -3.79706], [-2.58403, 2.76160, -2.91851], [-4.23806, 1.68068, -0.25680], [-5.54600, 1.27839, -0.51583], [-6.63323, 1.96445, 0.00889], [-6.43120, 3.07500, 0.81491], [-5.13478, 3.49740, 1.07853], [-4.05647, 2.81026, 0.54369], [-2.87888, -0.56139, -2.29868], [-4.02345, -1.31170, -2.55696], [-4.10362, -2.15212, -3.66174], [-3.02449, -2.27966, -4.52343], [-1.85488, -1.57833, -4.25666], [-1.78849, -0.73990, -3.15511], [0.23918, 2.08070, -1.21806], [1.13155, 3.75971, -2.78619], [-0.37476, 4.82504, -4.44638], [-2.76454, 4.18348, -4.51766], [-3.63217, 2.47759, -2.96096], [-5.73132, 0.40571, -1.13216], [-7.64223, 1.62331, -0.19861], [-7.27796, 3.60711, 1.23385], [-4.96315, 4.35543, 1.71846], [-3.04291, 3.12846, 0.76894], [-4.87760, -1.24206, -1.89243], [-5.01260, -2.71281, -3.85241], [-3.09196, -2.91938, -5.39556], [-0.99169, -1.68962, -4.90269], [-0.86831, -0.19894, -2.95578], [8.76270, -0.57736, 0.96478], [7.64724, -0.79182, 0.14229], [6.59468, -1.58737, 0.59229], [5.48613, -1.78803, -0.20350], [5.41715, -1.19105, -1.45065], [6.47463, -0.44006, -1.93392], [7.59509, -0.24930, -1.14307], [3.87996, -1.29293, -2.34956], [3.62976, -2.68143, -2.64845], [3.99594, -0.40602, -3.49033], [2.71804, -0.81782, -1.32172], [2.67210, 0.38927, -0.78676], [3.66294, 1.81043, -1.21209], [2.78212, 2.78463, -0.06594], [1.80713, 2.06433, 0.50613], [1.74042, 0.75251, 0.10103], [8.54123, -0.66303, 1.94545], [9.24597, 0.28508, 0.77144], [6.62012, -2.00114, 1.59358], [4.64070, -2.34528, 0.16951], [6.38230, 0.02480, -2.90726], [8.42004, 0.36074, -1.49670], [3.04115, 3.81914, 0.08304], [1.08802, 2.39053, 1.24539]],
  "forces_ev_per_a": [[-0.3975, 0.0111, 0.0049], [-0.0051, -0.0214, -0.0004], [-0.0437, -0.1066, -0.0210], [0.0204, -0.0566, -0.0348], [-0.0119, -0.0364, -0.0281], [0.0172, -0.1172, 0.0323], [-0.0262, -0.0325, -0.0201], [0.0124, 0.0427, 0.0018], [0.0379, -0.0014, 0.0409], [-0.0074, 0.0437, -0.0060], [-0.0012, 0.0249, 0.0279], [0.0148, 0.0700, 0.0191], [0.0107, 0.0211, 0.0098], [0.0481, 0.2584, -0.1939], [-0.0359, -0.1097, 0.0647], [0.0197, 0.3040, 0.1554], [0.0822, -0.3218, -0.1118], [0.0989, 0.2185, 0.4463], [0.0744, -0.2554, -0.0660], [0.0094, -0.1083, -0.0112], [0.1589, 0.1410, 0.0271], [-0.3246, 0.0268, -0.0139], [0.2349, 0.1633, 0.2438], [0.0756, -0.2117, -0.3623], [-0.3034, -0.0976, 0.1434], [0.2009, -0.0266, 0.3185], [-0.0158, -0.0391, 0.0373], [0.0574, -0.0620, 0.0255], [-0.0257, -0.0658, 0.0094], [-0.0221, 0.0306, -0.0010], [-0.0118, 0.0061, 0.0065], [0.0382, 0.0395, 0.0244], [0.0159, -0.0130, -0.0281], [0.0419, 0.0078, -0.0457], [-0.0389, -0.3456, -1.1327], [-0.1232, 0.7912, 0.1232], [0.0389, -0.0888, 0.0009], [-0.0252, -0.1110, 0.1085], [0.0378, 0.0813, -0.0520], [-0.0121, 0.0132, -0.0128], [0.0053, 0.0355, -0.0227], [-0.0485, -0.0494, 0.0291], [0.0959, -0.2834, -0.0496], [0.0387, -0.0706, -0.1133], [-0.0914, 0.0356, 0.0266], [-0.0001, 0.0106, -0.0283], [-0.0373, 0.0352, 0.0215], [0.0970, -0.0340, 0.0309], [0.2202, -0.0457, 0.5128], [-0.0458, 0.0637, 0.0963], [-0.0427, -0.0834, -0.0567], [0.0229, 0.0373, 0.0021], [-0.0017, -0.0191, -0.0643], [-0.0711, 0.1237, -0.0496], [-0.0332, 0.0674, -0.0820], [0.0003, -0.0315, 0.0110], [0.0095, -0.0033, 0.0081], [-0.0045, -0.0057, 0.0062], [0.0036, 0.0280, -0.0340], [-0.0247, 0.0621, 0.0249], [0.0135, -0.0020, -0.0154], [0.0071, -0.0086, 0.0167], [0.0031, 0.0057, -0.0113], [-0.0177, -0.0075, 0.0388], [0.0180, -0.0533, -0.0264], [-0.0080, 0.0153, 0.0211], [0.0098, -0.0360, 0.0267], [-0.0007, 0.0079, 0.0057], [0.0167, -0.0101, -0.0884], [0.0535, -0.0983, 0.0199], [-0.0212, -0.0645, -0.1821], [0.0505, 0.0123, 0.0488], [-0.0226, 0.0776, 0.1270], [-0.3753, 0.0766, -0.1826], [-0.1220, 0.1018, -0.0121], [0.0734, -0.0117, 0.1441], [-0.6881, 0.3586, 0.1089], [-0.0060, -0.0765, 0.1961], [0.2143, 0.1306, 0.1700], [0.5764, -0.4223, -0.1345], [-0.0460, 0.7204, -0.4656], [-0.1308, -0.3399, 0.2023], [0.2142, -0.0224, -0.2633], [0.0997, -0.1037, 0.2046], [0.2247, -0.2713, -0.1661], [0.0335, 0.0637, 0.0068], [-0.0138, 0.0498, 0.0367], [-0.0279, -0.0014, 0.0045], [-0.0922, -0.0328, 0.1108], [0.0251, 0.0087, 0.0221], [-0.0161, -0.0119, -0.0213], [-0.0618, -0.0112, 0.0791], [0.0094, 0.0170, -0.0209]],
  "total_charge": -2,
  "homo_lumo_gap_ev": 4.4,
  "de_lowest_ev": 2.604,
  "e_homo_ev": -0.3,
  "lumo_energy_ev": 4.07
}

No. 3
{
  "formula": "C27H55BrIN2O17P2",
  "method": "ωB97M-V/def2-TZVPD",
  "symbols": ["C", "C", "O", "P", "O", "C", "C", "C", "P", "O", "C", "N", "C", "C", "C", "C", "O", "Br", "N", "C", "C", "C", "I", "O", "C", "C", "H", "H", "H", "H", "H", "H", "H", "H", "H", "H", "H", "H", "H", "H", "H", "H", "H", "H", "H", "H", "H", "H", "H", "H", "H", "H", "H", "H", "H", "H", "H", "C", "O", "C", "O", "O", "C", "H", "H", "H", "H", "H", "H", "C", "O", "C", "O", "O", "C", "H", "H", "H", "H", "H", "H", "C", "O", "C", "O", "O", "C", "H", "H", "H", "H", "H", "H", "C", "O", "C", "O", "O", "C", "H", "H", "H", "H", "H", "H"],
  "positions_angstrom": [[-1.49325, 3.92424, -0.38970], [-0.57013, 2.58827, -0.41256], [0.22135, 2.47582, -1.61948], [0.93004, 0.90839, -1.74373], [1.31148, 0.52789, -0.28675], [-0.50624, -0.22896, -2.29199], [-0.03556, -1.73352, -2.07525], [-1.20396, -2.85875, -2.12550], [-0.79265, -3.88224, -3.70601], [-0.46980, -2.98707, -4.91496], [-2.66749, -2.24025, -2.49617], [-3.43633, -1.76373, -1.30252], [-3.63330, -2.95994, -0.40925], [-2.15857, -3.32252, 0.15501], [-1.56437, -2.12915, 1.10533], [-2.69834, -1.30283, 1.85498], [-2.80427, -0.08216, 1.55727], [-3.96228, -2.02216, 3.19373], [-1.14326, -3.59927, -0.85889], [-0.47379, -4.90032, -0.81562], [1.15129, -4.77075, -0.91103], [1.82116, -5.59820, 0.32214], [2.50501, -4.25495, 1.93031], [2.23277, 0.86829, -2.82117], [3.43557, 1.23989, -2.07254], [4.18835, -0.08300, -1.53308], [-0.83404, 4.85160, -0.28712], [-2.22578, 3.80204, 0.49184], [-2.16858, 3.96750, -1.32386], [0.06266, 2.65495, 0.54883], [-1.29572, 1.71915, -0.23513], [-0.62922, -0.05296, -3.42645], [-1.40067, 0.11598, -1.68227], [0.52975, -1.76779, -1.07027], [0.76876, -1.96033, -2.87192], [0.22213, -4.85886, -3.49317], [-2.01725, -4.60884, -3.99195], [-2.63301, -1.51435, -3.37386], [-3.25391, -3.15378, -2.89431], [-3.05798, -0.92818, -0.82489], [-4.39120, -1.49737, -1.63205], [-4.40826, -2.81260, 0.41015], [-3.96553, -3.89967, -0.98971], [-2.34070, -4.19628, 0.88569], [-0.92382, -2.66535, 1.89975], [-0.88060, -1.41355, 0.54381], [-0.63971, -5.33967, 0.24029], [-0.88193, -5.71879, -1.52014], [1.51393, -3.70050, -0.79562], [1.56993, -5.26041, -1.85782], [2.76781, -6.07566, -0.09446], [1.14326, -6.43076, 0.70066], [4.20544, 1.77190, -2.74419], [3.21939, 1.98179, -1.22290], [4.07717, -0.85809, -2.38143], [5.29615, 0.10566, -1.35296], [3.72694, -0.50328, -0.57983], [7.50991, 6.13947, -5.62244], [6.75280, 5.14218, -4.93725], [5.53649, 4.92031, -5.45787], [5.06265, 5.47777, -6.41678], [4.93681, 3.96851, -4.72480], [3.62357, 3.62951, -5.16901], [8.47081, 6.23394, -5.11628], [7.69194, 5.84195, -6.65727], [7.00132, 7.10501, -5.58187], [3.65083, 3.23201, -6.18602], [2.96062, 4.49566, -5.11039], [3.23672, 2.85449, -4.50669], [-5.60553, -0.63076, 6.58440], [-5.68317, -0.92665, 7.97568], [-5.20235, -2.13587, 8.30549], [-4.73380, -2.94493, 7.54023], [-5.33214, -2.28796, 9.63108], [-4.85741, -3.53991, 10.12610], [-6.01942, 0.36599, 6.43039], [-4.56592, -0.62853, 6.24868], [-6.19747, -1.34367, 6.00548], [-3.79071, -3.65241, 9.92929], [-5.42052, -4.36640, 9.68746], [-5.01117, -3.55366, 11.20524], [-1.43946, 7.80971, -8.38530], [-0.10150, 7.82770, -8.87790], [0.80636, 7.32381, -8.02543], [0.57661, 6.87943, -6.92650], [2.01130, 7.40076, -8.60881], [3.08274, 6.89652, -7.80952], [-2.08289, 8.23838, -9.15407], [-1.76575, 6.78529, -8.19294], [-1.52618, 8.41855, -7.48279], [2.93766, 5.83731, -7.59395], [3.17598, 7.46969, -6.88501], [4.00533, 7.00849, -8.37859], [2.48534, -2.53237, 11.25868], [1.13226, -2.18615, 10.96636], [0.58143, -2.90595, 9.97674], [1.12465, -3.78114, 9.34924], [-0.68173, -2.48117, 9.80681], [-1.39415, -3.16442, 8.77762], [2.82532, -1.88925, 12.07069], [2.55488, -3.57119, 11.58804], [3.12382, -2.35912, 10.38983], [-1.47862, -4.22868, 9.00897], [-0.90992, -3.01641, 7.80995], [-2.39719, -2.74234, 8.72769]],
  "forces_ev_per_a": [[-0.0027, -0.9934, -0.5611], [-1.4746, 1.2776, 2.1958], [0.7993, -2.4885, -0.4921], [0.2833, 0.5442, 3.9454], [-0.7807, 0.3237, -3.8551], [1.4288, 0.1361, -1.7076], [0.8495, 0.6798, 0.1062], [0.7723, 1.3499, -0.0908], [-0.1961, 1.7075, -3.0088], [-0.6387, -1.3894, 2.7528], [1.0152, -2.0217, -1.6822], [-1.8936, -0.4896, -0.8679], [1.3279, -1.9762, 1.2204], [-0.7799, 0.7513, 1.7231], [-0.4795, -1.0266, 1.1295], [0.7937, 4.5335, -1.7610], [-0.0224, -4.7995, 1.0629], [1.0507, 0.0020, -0.8775], [-1.7504, -1.0108, -0.2179], [1.3066, -1.0871, 1.1730], [-0.0219, -1.0146, 0.9493], [0.3690, -0.3131, -1.6073], [-0.6235, -0.7562, -0.7120], [-2.5283, 0.7481, 2.1070], [2.8119, 0.1017, 1.1755], [-0.6348, -0.0324, -0.5748], [-1.1577, -1.2625, -0.1855], [1.3876, 0.3419, -1.1444], [1.2799, 0.1209, 1.2993], [-0.5907, -0.3538, -1.7933], [1.1367, 0.8661, -0.5530], [-0.3124, -0.1518, 1.7684], [1.1794, -0.3500, -0.7914], [-1.1738, -0.1868, -1.4728], [-1.3069, 0.4343, 1.0698], [-0.5000, 0.3566, 0.3973], [0.7388, 0.0737, 0.6408], [0.1414, -0.6033, 1.5774], [0.5824, 1.6001, 0.7184], [0.1605, -0.4950, 0.0999], [0.8597, 0.0986, 0.1553], [1.2197, 0.3124, -1.0210], [0.3567, 1.8986, 0.3881], [0.4502, 1.0982, -1.5083], [-0.8790, 0.8747, -1.2102], [-1.1396, -0.6886, 0.7355], [0.0274, 0.8462, -1.6669], [0.5440, 1.3279, 0.7133], [-0.6792, -1.3491, -0.5187], [-0.6665, 0.9009, 1.2025], [-1.2032, 0.6228, 0.8899], [0.9258, 1.2845, -0.2265], [-1.6933, -0.8133, 0.4999], [0.0674, -1.2421, -1.2514], [0.3261, 1.0857, 1.3628], [-1.4804, -0.0836, -0.3128], [0.4744, 0.6822, -1.3370], [0.3325, 0.3377, -0.1858], [-0.4775, -0.1867, -0.0867], [0.2362, -0.0293, 0.1916], [0.2382, -0.2556, 0.3799], [0.2353, 0.2067, -0.1180], [-0.4454, -0.1006, -0.1061], [-0.2042, -0.2085, 0.1155], [-0.1612, 0.0927, 0.0759], [-0.0275, -0.1485, -0.1293], [-0.0082, 0.1825, 0.0496], [0.1021, -0.0443, -0.1560], [0.2462, 0.0986, 0.0360], [-0.0136, 0.1887, -0.3731], [0.1292, -0.3621, 0.1166], [-0.1459, 0.1277, 0.3421], [-0.1023, 0.2686, 0.1472], [0.0294, 0.1806, -0.5418], [0.0777, -0.4544, 0.3039], [0.0036, -0.1045, 0.2917], [-0.1034, -0.1383, 0.0127], [0.1636, -0.0274, 0.0528], [-0.2081, -0.0748, -0.0548], [0.1498, 0.0970, -0.0800], [-0.0905, 0.2772, -0.1599], [-0.3981, 0.0444, 0.0660], [0.2689, -0.1346, 0.1947], [0.2632, 0.0786, -0.2378], [0.0012, 0.1135, -0.3287], [-0.6025, 0.0824, 0.1013], [0.3418, -0.1572, 0.1384], [0.2993, -0.0144, -0.0652], [0.0930, 0.1161, 0.1296], [0.0460, -0.1944, -0.0069], [-0.0577, 0.2145, 0.0731], [-0.1086, -0.1781, -0.0346], [-0.2693, 0.0624, -0.1035], [0.4499, -0.0575, 0.1656], [-0.3129, -0.1672, -0.3250], [0.0383, 0.1207, 0.1593], [-0.2187, 0.2993, 0.1732], [0.3327, -0.0465, 0.1120], [-0.2208, -0.1075, -0.2625], [-0.2963, 0.0405, -0.0985], [0.0029, 0.0699, -0.1919], [-0.1076, -0.1674, 0.0413], [0.1531, 0.0714, -0.1193], [0.0405, -0.1580, 0.1216], [0.2490, 0.1432, 0.1241]],
  "total_charge": 1,
  "homo_lumo_gap_ev": 8.6,
  "e_homo_ev": -11.9,
  "lumo_energy_ev": -3.28
}

No. 4
{
  "formula": "C7H8O2",
  "method": "ωB97M-V/def2-TZVPD",
  "symbols": ["C", "C", "C", "C", "C", "C", "C", "O", "O", "H", "H", "H", "H", "H", "H", "H", "H"],
  "positions_angstrom": [[-1.76316, -1.78948, -0.46601], [-1.12242, -2.73808, 0.28251], [-0.90630, -0.66210, -0.42819], [0.16605, -1.02861, 0.33060], [1.16819, 0.05748, 0.52229], [0.68793, 1.11446, -0.47769], [0.55734, 2.52647, 0.01344], [0.05029, -2.29428, 0.77706], [-0.87980, 0.57661, -0.94011], [-2.71073, -1.88945, -0.95084], [-1.39134, -3.74967, 0.51269], [1.13947, 0.45477, 1.54175], [2.18977, -0.25875, 0.30228], [1.20138, 1.04467, -1.43254], [-0.19081, 2.60474, 0.79832], [0.28310, 3.19178, -0.80132], [1.52104, 2.83946, 0.41576]],
  "forces_ev_per_a": [[-0.2033, 3.9732, -1.6789], [-1.6827, -2.7715, 0.1224], [-5.1074, -0.5999, -2.6590], [3.5632, 0.6621, 1.4793], [-0.6576, -0.6350, -0.0015], [-2.0079, -0.8018, -0.6939], [-0.1800, -0.2536, -0.2088], [3.5568, 0.1774, 2.0773], [2.5975, 0.1031, 1.3380], [-0.1800, 0.0153, -0.1656], [0.0150, -0.0779, 0.0655], [0.1474, 0.1321, 0.2005], [0.1279, 0.0698, -0.0004], [-0.0184, -0.0302, 0.0184], [-0.0182, -0.0654, 0.1009], [-0.0111, 0.0543, -0.0017], [0.0588, 0.0481, 0.0075]],
  "homo_lumo_gap_ev": [4.8, 7.8],
  "de_lowest_ev": 0.782,
  "e_homo_ev": [-3.9, -8.8],
  "multiplicity": 3,
  "lumo_energy_ev": [0.85, -1.01]
}